Here is C21H19N3O2 as an isolated structure at a distorted geometry from the OMol25 dataset. Energies are from ωB97M-V/def2-TZVPD.

The HOMO energy comes out at -0.2231 Ha. The energy above the lowest of the compared OMol25 structures with the same formula, charge and spin is 177.42 kcal/mol. For the calculated total energy, the calculation gives -1126.1605 hartree. As for the LUMO energy: -2.79 eV. The max |F| is 0.2257 hartree/bohr.

The geometry in XYZ format:
```
45
Properties=species:S:1:pos:R:3:forces:R:3
C 3.7372 -4.6481 -2.7112 -0.111 -0.552 -0.008
O 4.1946 -3.3231 -2.5704 -1.343 1.894 0.526
C 3.2278 -2.3861 -2.2180 0.748 -0.347 -0.240
C 3.6322 -1.0406 -2.1960 0.428 -0.403 -0.248
C 2.7617 -0.0424 -1.8683 -0.202 -0.074 0.143
C 1.4112 -0.3168 -1.5650 -0.297 0.005 0.068
C 0.5624 0.7715 -1.2314 0.022 -0.589 0.004
C -0.8486 0.8656 -1.2920 -0.033 -0.170 -0.101
C -1.4677 1.9926 -0.7117 0.164 -0.124 -0.247
C -2.8204 2.1628 -0.7590 -0.715 0.082 -0.055
C -3.6500 1.2192 -1.3896 -0.780 0.279 0.384
O -5.0247 1.4454 -1.3259 2.392 0.050 0.074
C -5.8318 0.3035 -1.5091 -0.342 -0.425 -0.162
C -3.0376 0.1259 -2.0332 -0.760 0.132 -0.016
C -1.6789 -0.0436 -1.9885 0.347 0.343 0.155
C 1.0117 -1.6744 -1.5649 0.063 0.537 0.030
C 1.8944 -2.6755 -1.8739 0.494 -0.593 -0.154
H 4.5671 -5.2702 -3.0509 0.007 0.303 0.072
H 3.3907 -5.0264 -1.7493 -0.096 -0.136 -0.032
H 2.9433 -4.6901 -3.4578 -0.096 -0.123 0.037
H 4.6517 -0.8132 -2.4521 0.227 0.033 -0.028
H 3.0851 0.9844 -1.8770 0.180 0.160 0.087
H 1.0674 1.6715 -0.9149 0.157 0.154 0.068
H -0.8443 2.7304 -0.2378 0.069 0.130 0.250
H -3.2780 3.0230 -0.3022 -0.119 0.134 0.112
H -6.8577 0.5541 -1.2347 0.229 0.186 -0.021
H -5.8163 -0.0037 -2.5545 -0.073 -0.166 -0.026
H -5.4856 -0.5029 -0.8605 -0.039 -0.105 -0.093
H -3.6423 -0.5539 -2.6092 -0.039 -0.171 -0.029
H -1.2176 -0.8265 -2.5640 -0.054 -0.209 -0.083
H 0.0119 -1.9213 -1.2549 -0.102 -0.162 0.129
H 1.5773 -3.7015 -1.8087 -0.151 -0.122 -0.011
C -0.3862 2.9462 4.5032 -0.148 0.171 -0.167
C -0.0154 2.4806 3.2608 0.267 -0.374 0.076
C 0.8308 1.3762 3.1787 -0.958 1.164 1.395
C 1.3036 0.7386 4.4087 -1.159 1.532 0.605
C 0.8982 1.2450 5.6430 0.087 -0.117 -0.388
C 0.0617 2.3394 5.6723 0.043 -0.075 0.215
N 2.1298 -0.3321 4.0751 -2.754 3.615 -0.540
N 2.0014 -0.1408 2.8130 5.911 -7.741 -6.309
N 1.3633 0.7002 2.0829 -1.071 1.311 4.203
H -1.0393 3.7977 4.5704 -0.195 0.264 0.055
H -0.3632 2.9489 2.3591 -0.182 0.269 -0.310
H 1.2412 0.7771 6.5472 0.092 -0.111 0.318
H -0.2523 2.7335 6.6221 -0.107 0.140 0.262
```
Positions in Å, forces in eV/Å.


Here is a 4-piece molecular cluster, C57H50N4O11P overall at a distorted geometry from the OMol25 dataset. Energies are from ωB97M-V/def2-TZVPD.

The HOMO energy comes out at -0.4034 Ha. Its total charge is +1. For the calculated total energy, the calculation gives -3589.9147 hartree. As for the LUMO energy: -3.68 eV. The max |F| is 0.0216 hartree/bohr.

The geometry in XYZ format:
```
123
Properties=species:S:1:pos:R:3:forces:R:3
C -3.5561 0.0809 -4.2147 0.031 -0.239 -0.196
O -2.3652 -0.3683 -4.8489 -0.060 0.021 0.119
C -1.2055 -0.2495 -4.0679 -0.124 0.067 -0.027
C -0.8144 1.2020 -3.7706 0.491 -0.089 -0.170
C 0.7107 1.3171 -3.5528 -0.039 -0.125 -0.103
C 1.0416 2.1060 -2.3034 -0.290 0.037 0.090
N 2.4478 2.5985 -2.2912 -0.631 0.784 0.466
C 2.7500 3.2483 -1.1509 -0.071 -0.010 -0.608
N 3.9783 3.5570 -0.8310 -0.021 -0.095 0.130
O 5.0056 3.3017 -1.6934 -0.011 0.137 -0.108
N 1.7531 3.5487 -0.2250 0.315 -0.272 0.512
C 1.1166 2.2707 0.2046 -0.094 -0.419 0.256
P -0.3809 2.6640 1.1773 -0.611 0.594 -0.649
N -1.5012 3.3393 0.3471 0.567 -0.354 -0.034
O 0.1755 3.4967 2.4088 0.396 -0.481 -0.068
O -0.8146 1.3120 1.8776 0.142 -0.038 0.084
C 0.8539 1.3130 -0.9913 0.704 0.098 -0.249
C 1.8315 0.1142 -0.9275 -0.096 0.148 -0.116
O 1.1283 -1.0075 -0.4378 -0.075 -0.052 0.080
C 1.7076 -1.6968 0.6176 0.008 0.094 -0.058
C 3.0019 -2.1878 0.5271 -0.031 0.230 -0.209
C 3.5604 -2.8648 1.6029 -0.087 0.169 -0.185
C 2.8086 -3.0450 2.7528 0.067 -0.219 0.055
C 1.5061 -2.5786 2.8106 -0.347 0.082 0.164
C 0.9347 -1.9007 1.7438 0.371 0.046 0.106
H -4.3228 -0.6812 -4.3524 -0.012 0.000 0.007
H -3.9042 1.0016 -4.6840 0.024 0.118 0.129
H -3.4085 0.2302 -3.1433 -0.032 0.068 0.047
H -1.3195 -0.8084 -3.1267 0.079 -0.041 0.020
H -0.4098 -0.7165 -4.6487 0.008 -0.046 -0.024
H -1.3336 1.5868 -2.8902 -0.229 0.032 -0.096
H -1.0962 1.7941 -4.6408 -0.130 0.133 0.096
H 1.1358 0.3177 -3.5124 0.179 -0.050 0.055
H 1.1891 1.7814 -4.4169 -0.044 0.060 -0.049
H 0.3738 2.9764 -2.2986 -0.010 0.013 0.054
H 2.7627 3.0624 -3.1389 0.533 -0.630 -0.141
H 4.1911 4.0446 0.0308 -0.005 0.163 -0.061
H 5.4059 2.4599 -1.4203 0.001 -0.016 0.015
H 1.0537 4.1483 -0.6607 -0.010 0.046 -0.036
H 1.8210 1.8057 0.8991 -0.044 -0.068 0.015
H -1.2716 3.4608 -0.6319 -0.361 0.066 -0.050
H 1.0583 3.8349 2.2090 -0.058 0.274 0.238
H -1.6087 0.9511 1.4599 -0.060 0.031 0.063
H -0.1579 0.9105 -0.9737 -0.046 0.026 0.005
H 2.2654 -0.1003 -1.9060 -0.101 -0.096 -0.069
H 2.6720 0.3578 -0.2703 0.003 -0.120 0.064
H 3.5439 -2.0105 -0.3948 0.146 -0.155 0.042
H 4.5732 -3.2352 1.5316 0.019 -0.053 0.043
H 3.2278 -3.5768 3.5955 0.010 0.018 0.030
H 0.9097 -2.7428 3.6980 0.037 -0.035 0.050
H -0.0813 -1.5362 1.7630 -0.014 0.018 0.111
C -6.0769 -7.7545 3.8997 0.020 -0.010 0.000
C -5.1067 -8.6962 4.2245 -0.006 0.023 -0.008
C -3.7920 -8.5042 3.8350 -0.061 -0.054 0.051
C -3.4432 -7.3721 3.1098 0.005 0.056 -0.041
C -4.4217 -6.4344 2.7679 0.065 -0.006 -0.024
C -5.7365 -6.6263 3.1729 -0.072 -0.047 0.040
C -4.0840 -5.2314 1.9587 -0.046 0.033 0.000
O -4.9233 -4.4073 1.6651 0.001 0.009 0.002
C -2.6686 -5.0692 1.5114 0.002 -0.049 0.040
C -2.3352 -3.9825 0.7106 0.062 0.098 -0.051
C -1.0279 -3.8020 0.2986 -0.031 -0.130 -0.073
C -0.0412 -4.7063 0.6860 -0.115 -0.075 -0.084
C -0.3703 -5.7947 1.4723 0.104 0.039 -0.059
C -1.6854 -5.9825 1.8848 -0.054 0.003 0.008
C -2.0202 -7.1777 2.7159 0.038 -0.046 0.027
O -1.1572 -7.9589 3.0520 0.002 -0.001 -0.003
H -7.1017 -7.9043 4.2118 -0.006 -0.005 0.001
H -5.3782 -9.5811 4.7842 -0.004 -0.001 0.010
H -3.0285 -9.2270 4.0865 0.051 0.034 -0.017
H -6.4833 -5.8899 2.9109 0.033 0.033 -0.041
H -3.1112 -3.2881 0.4181 -0.058 -0.036 0.032
H -0.7744 -2.9548 -0.3271 0.022 -0.010 -0.023
H 0.9852 -4.5618 0.3709 0.015 0.016 0.039
H 0.3833 -6.5089 1.7749 -0.043 -0.043 0.030
C -2.2740 4.5404 3.7757 -0.117 0.273 0.095
C -2.1460 5.4740 2.7516 -0.110 0.145 -0.092
C -2.1058 6.8278 3.0326 0.050 -0.113 0.118
C -2.1924 7.2625 4.3514 0.009 0.014 0.021
C -2.3359 6.3309 5.3784 -0.017 0.039 0.018
C -2.3729 4.9711 5.0865 -0.012 -0.141 -0.040
C -2.4743 6.7667 6.7984 -0.003 -0.030 0.067
O -2.5914 5.9554 7.6914 0.006 -0.002 -0.006
C -2.4684 8.2306 7.0799 0.000 -0.009 -0.068
C -2.6460 8.6656 8.3870 -0.003 0.067 0.075
C -2.6318 10.0204 8.6718 0.009 0.006 -0.023
C -2.4328 10.9468 7.6539 0.000 -0.023 0.006
C -2.2588 10.5194 6.3487 -0.011 0.079 0.060
C -2.2831 9.1617 6.0553 -0.009 -0.070 -0.007
C -2.1225 8.7243 4.6403 0.008 0.058 -0.041
O -1.9417 9.5264 3.7486 0.010 -0.004 0.000
H -2.3141 3.4828 3.5512 -0.009 -0.014 0.003
H -2.0872 5.1454 1.7254 -0.023 -0.071 -0.024
H -2.0039 7.5571 2.2410 -0.018 0.057 0.035
H -2.4885 4.2647 5.8971 -0.002 0.046 0.051
H -2.7967 7.9364 9.1707 0.013 -0.054 -0.035
H -2.7752 10.3579 9.6896 0.003 0.005 0.006
H -2.4171 12.0045 7.8806 -0.003 0.006 0.004
H -2.1076 11.2302 5.5483 -0.006 -0.040 -0.049
C 2.6883 -5.2271 -3.0801 0.012 0.034 -0.024
C 2.1009 -4.0133 -2.7407 -0.038 0.030 0.064
C 2.1843 -2.9351 -3.6027 0.026 -0.039 0.044
C 2.8661 -3.0560 -4.8087 -0.001 -0.009 -0.017
C 3.4670 -4.2709 -5.1426 -0.003 0.094 -0.019
C 3.3685 -5.3547 -4.2798 -0.018 -0.069 0.102
C 4.2335 -4.4233 -6.4144 0.013 -0.043 -0.027
O 4.7501 -5.4770 -6.7083 0.017 -0.013 0.006
C 4.3448 -3.2313 -7.3038 -0.028 0.018 0.059
C 5.0905 -3.3318 -8.4702 0.038 0.034 -0.094
C 5.1976 -2.2421 -9.3184 -0.015 0.007 0.015
C 4.5549 -1.0489 -9.0088 0.003 -0.014 0.011
C 3.8138 -0.9412 -7.8445 0.037 0.042 -0.073
C 3.7109 -2.0276 -6.9838 -0.007 -0.045 0.020
C 2.9339 -1.8848 -5.7261 -0.039 0.030 0.025
O 2.3745 -0.8404 -5.4421 0.007 0.076 0.070
H 2.6160 -6.0717 -2.4081 -0.012 -0.010 0.005
H 1.5698 -3.9033 -1.8035 -0.009 -0.043 -0.004
H 1.7181 -1.9941 -3.3457 -0.032 0.031 -0.054
H 3.8312 -6.2917 -4.5571 0.030 0.019 -0.053
H 5.5822 -4.2658 -8.7039 -0.030 -0.038 0.045
H 5.7811 -2.3222 -10.2256 -0.001 -0.001 -0.010
H 4.6342 -0.2026 -9.6779 0.001 0.002 -0.008
H 3.3104 -0.0178 -7.5946 -0.025 -0.017 0.050
```
Positions in Å, forces in eV/Å.


Here is one molecule with the formula C5H10O2 from the OMol25 dataset. Energies are from ωB97M-V/def2-TZVPD.

The HOMO energy comes out at -0.3588 Ha. The energy above the lowest of the compared OMol25 structures with the same formula, charge and spin is 31.92 kcal/mol. For the calculated total energy, the calculation gives -346.9746 hartree. As for the LUMO energy: 0.87 eV. As for the structure (SMILES): C[C@H]1OCC[C@H]1O. The max |F| is 0.0079 hartree/bohr.

The geometry in XYZ format:
```
17
Properties=species:S:1:pos:R:3:forces:R:3
C -1.3912 1.0268 0.5022 0.066 0.030 0.044
C -0.0806 0.3991 0.9791 -0.151 0.262 -0.042
O -0.2348 -0.9874 1.2242 -0.012 -0.113 0.242
C -0.1399 -1.6381 -0.0312 -0.136 -0.143 -0.254
C 0.9693 -0.9023 -0.7881 0.086 0.005 -0.031
C 1.0489 0.4725 -0.0790 0.115 -0.157 0.277
O 0.9819 1.5897 -0.9346 -0.280 0.081 -0.281
H -2.1838 0.7792 1.2160 0.132 0.098 -0.123
H -1.6976 0.6445 -0.4819 0.047 0.098 0.174
H -1.2839 2.1155 0.4401 -0.100 -0.196 -0.011
H 0.2165 0.8627 1.9293 -0.039 -0.143 -0.230
H -1.1000 -1.5653 -0.5697 0.194 -0.082 0.104
H 0.0695 -2.6935 0.1541 -0.018 0.134 -0.020
H 1.9213 -1.4357 -0.7075 -0.156 0.104 -0.044
H 0.7433 -0.7780 -1.8538 0.056 0.002 0.194
H 2.0016 0.5802 0.4441 -0.060 -0.059 -0.117
H 0.1595 1.5303 -1.4432 0.255 0.079 0.119
```
Positions in Å, forces in eV/Å.


Here is C49H49N10NiOSTe as an isolated structure at a distorted geometry from the OMol25 dataset. Energies are from ωB97M-V/def2-TZVPD.

The HOMO energy (spin up / spin down) comes out at -0.1914 / -0.2734 Ha. Its multiplicity is 4. The expectation value of S² is 3.79. For the calculated total energy, the calculation gives -4693.9295 hartree. As for the LUMO energy (spin up / spin down): -0.48 / -0.51 eV. The max |F| is 0.0332 hartree/bohr.

The geometry in XYZ format:
```
112
Properties=species:S:1:pos:R:3:forces:R:3
Ni -0.4066 0.6879 1.7293 0.472 1.488 0.687
C 0.3156 3.2066 -1.7980 0.146 -0.298 0.091
C 0.3114 2.1360 -0.9343 0.156 0.137 -0.288
N -0.1582 2.2304 0.3129 -0.343 -0.366 -0.009
C -0.5858 3.4634 0.7326 0.017 -0.210 0.499
C -0.5939 4.5229 -0.1888 0.084 0.200 -0.400
N -0.1704 4.4120 -1.4263 -0.132 0.279 0.250
C -0.9577 3.5427 2.1190 0.124 -0.249 -0.715
C -1.2121 4.7053 2.8406 -0.126 0.337 0.663
C -1.4162 4.6564 4.2159 0.024 -0.150 -0.674
C -1.4112 3.3735 4.8215 0.035 -0.448 0.215
C -1.1552 2.2552 4.0644 -0.091 0.811 -0.189
N -0.9393 2.3403 2.7458 0.165 -0.475 0.280
C -0.9707 0.9053 4.6054 0.143 -0.658 -0.054
C -1.2307 0.5496 5.9287 -0.077 0.219 -0.048
N -0.9758 -0.6506 6.4182 0.122 -0.174 -0.038
C -0.4278 -1.5264 5.5780 -0.078 0.165 0.148
C -0.1858 -1.2122 4.2529 0.011 -0.135 -0.110
N -0.4727 -0.0150 3.7517 -0.286 0.079 0.454
C -1.5413 5.8751 5.0324 0.006 0.395 0.195
C -1.6858 5.8368 6.4241 0.006 -0.087 -0.113
C -1.7248 7.0143 7.1500 -0.029 0.109 -0.034
N -1.6481 8.2253 6.6080 0.029 0.069 0.108
C -1.5207 8.2734 5.2855 -0.022 -0.010 -0.022
C -1.4627 7.1556 4.4736 -0.020 -0.103 -0.018
H 0.6911 3.1213 -2.8091 -0.001 -0.078 0.011
H 0.6936 1.1650 -1.2379 -0.115 -0.025 -0.039
H -0.9712 5.5002 0.0929 -0.027 -0.031 0.108
H -1.1940 5.6518 2.3210 0.021 -0.014 -0.003
H -1.5574 3.2614 5.8828 0.024 0.048 0.029
H -1.6682 1.2629 6.6158 0.000 0.039 -0.046
H -0.1823 -2.5030 5.9735 -0.012 -0.043 -0.061
H 0.2510 -1.9421 3.5859 -0.074 -0.046 -0.088
H -1.7612 4.9076 6.9684 0.019 -0.041 -0.033
H -1.8163 6.9882 8.2306 -0.032 -0.067 -0.010
H -1.4540 9.2660 4.8531 -0.009 -0.027 -0.045
H -1.3461 7.2985 3.4093 0.002 0.023 0.003
C -3.1486 -2.7072 1.4235 0.120 0.079 0.018
C -1.6815 -2.9157 1.5895 -0.073 -0.036 -0.033
C -1.0399 -3.9798 2.1755 0.133 -0.043 0.036
C 0.3535 -3.7767 2.0508 0.012 0.047 -0.140
C 0.5423 -2.5915 1.3809 0.053 0.210 0.055
C 1.7997 -1.8330 1.1095 -0.151 -0.126 -0.029
N -0.7050 -2.0580 1.1129 -0.014 -0.174 0.556
H -3.6614 -3.6537 1.5883 0.015 -0.017 -0.055
H -3.3929 -2.3464 0.4212 -0.058 -0.049 -0.015
H -3.5296 -1.9763 2.1375 -0.042 0.033 -0.042
H -1.5138 -4.8315 2.6359 -0.131 0.050 -0.006
H 1.1381 -4.4167 2.4218 0.035 0.013 -0.007
H 2.4715 -1.8936 1.9676 -0.003 0.010 0.025
H 1.5493 -0.7844 0.9483 0.199 0.028 -0.120
H 2.3288 -2.2023 0.2300 -0.010 0.037 -0.027
C 5.1721 -2.0070 -6.9606 -0.102 -0.023 0.067
C 4.0817 -1.9689 -5.9246 -0.004 -0.026 0.028
C 3.3196 -0.8293 -5.7115 0.026 -0.038 -0.018
C 2.3364 -0.7817 -4.7293 -0.080 0.149 0.098
C 1.5802 0.5117 -4.5440 0.069 -0.023 -0.060
C 2.0933 -1.9095 -3.9336 -0.081 -0.130 0.213
Te 0.6820 -1.7877 -2.3039 0.444 -0.165 -0.671
N -0.8855 -0.9921 0.2090 -0.366 0.342 -0.550
C -1.9782 -0.1936 0.4237 -0.046 -1.348 0.012
O -2.3931 0.0847 1.5780 -0.135 0.149 -0.168
C -2.7609 0.2328 -0.7741 -0.172 0.173 0.009
C -2.2404 0.3778 -2.0544 0.091 -0.036 0.104
C -3.0809 0.5978 -3.1317 0.025 0.065 -0.065
C -4.4546 0.6631 -2.9495 0.044 0.033 0.056
C -4.9774 0.5614 -1.6686 -0.092 -0.020 -0.052
C -4.1377 0.3549 -0.5871 0.070 0.051 0.111
C -0.8309 -2.7815 -3.4217 -0.015 -0.013 0.066
C -1.0705 -2.3481 -4.7223 0.031 0.083 -0.051
C -2.0508 -2.9348 -5.5028 0.015 -0.018 -0.045
C -2.7989 -3.9815 -4.9854 0.005 -0.035 0.020
C -2.5431 -4.4341 -3.7031 -0.043 -0.012 -0.073
C -1.5617 -3.8523 -2.9004 0.072 -0.007 0.017
C -1.3318 -4.4011 -1.5234 0.009 0.040 -0.009
C 2.8276 -3.0819 -4.1640 0.043 -0.052 0.036
C 2.6105 -4.3709 -3.4123 -0.050 0.061 -0.035
C 3.8143 -3.0847 -5.1462 -0.038 0.064 -0.019
H 5.2305 -1.0659 -7.5051 0.033 -0.009 -0.022
H 4.9907 -2.8116 -7.6745 0.046 0.018 -0.040
H 6.1364 -2.1960 -6.4860 0.034 0.017 -0.057
H 3.4983 0.0504 -6.3204 0.001 0.010 -0.002
H 1.7652 1.1854 -5.3807 0.028 0.011 0.009
H 1.8976 1.0134 -3.6269 -0.069 0.034 0.013
H 0.5060 0.3430 -4.4695 -0.008 0.046 0.053
H -1.1755 0.3083 -2.2069 0.027 -0.063 -0.062
H -2.6572 0.7117 -4.1214 -0.005 -0.038 -0.014
H -5.1099 0.7932 -3.8008 -0.013 0.053 0.011
H -6.0456 0.6346 -1.5104 -0.004 -0.021 -0.001
H -4.5405 0.2624 0.4129 0.013 0.011 0.005
H -0.4631 -1.5569 -5.1437 -0.033 0.054 0.012
H -2.2232 -2.5840 -6.5123 0.016 0.010 -0.003
H -3.5628 -4.4566 -5.5874 -0.019 0.005 0.015
H -3.1081 -5.2706 -3.3083 -0.005 -0.002 0.013
H -1.6123 -5.4528 -1.4699 -0.020 -0.001 -0.002
H -1.9329 -3.8601 -0.7953 -0.002 0.029 0.124
H -0.2889 -4.3000 -1.2214 -0.007 -0.014 0.065
H 1.8382 -4.2712 -2.6549 0.010 -0.058 0.040
H 3.5338 -4.6932 -2.9271 -0.006 -0.010 0.008
H 2.3083 -5.1585 -4.1050 0.000 -0.011 0.008
H 4.3913 -3.9908 -5.3039 -0.011 -0.021 -0.008
C 5.5395 -0.3035 2.4530 -0.028 0.058 -0.096
N 4.2458 0.2092 2.8548 0.122 0.050 -0.053
C 3.4076 0.9043 2.0784 0.033 -0.105 -0.050
N 3.7105 1.0476 0.7756 0.125 0.074 0.078
S 1.9929 1.5476 2.7212 -0.166 0.035 0.054
H 5.8986 -0.9895 3.2147 -0.009 -0.009 -0.003
H 6.2739 0.4983 2.3372 0.005 -0.022 -0.024
H 5.4540 -0.8540 1.5143 0.026 -0.048 0.030
H 3.9628 0.1450 3.8177 -0.010 0.009 0.016
H 4.6393 0.8837 0.4244 -0.043 -0.080 -0.029
H 3.1086 1.6588 0.2486 0.004 0.003 -0.030
```
Positions in Å, forces in eV/Å.